Model i:
Below is a cluster of 2 separate species, C5H5NO in total, with properties calculated with wB97M-V/def2-TZVPD.

The geometry in ORCA input format:
```
! wB97M-V def2-TZVPD RIJCOSX def2/J DEFGRID3
* xyz 0 1
O -2.10 -0.60 -1.51
N 2.32 -2.00 -0.15
C 0.96 1.16 0.48
C 0.57 -0.22 0.58
C 1.29 2.32 0.39
C 1.55 -1.20 0.19
C -0.65 -0.60 0.96
H -0.93 -1.65 1.00
H -1.41 0.13 1.23
H 1.59 3.34 0.31
H -2.03 0.35 -1.62
H -1.27 -0.95 -1.87
*
```

Calculated values
- HOMO: -9.894 eV
- LUMO: -0.076 eV
- Orbital gap: 9.82 eV
- Structure (SMILES): C#CC(=C)C#N.O

***

Model ii:
Below is a structure of composition C5H5NO, with properties calculated with wB97M-V/def2-TZVPD.

The geometry in ORCA input format:
```
! wB97M-V def2-TZVPD RIJCOSX def2/J DEFGRID3
* xyz 0 1
O -0.91 1.16 0.15
N -2.26 -2.01 -0.15
C -0.80 0.09 -0.80
C 0.69 -0.10 -0.48
C 0.51 1.08 0.40
C 0.86 -0.23 1.01
C -1.65 -1.08 -0.48
H 0.11 -0.79 1.58
H 1.47 -0.26 -1.21
H 1.89 -0.31 1.35
H -0.98 0.45 -1.81
H 1.07 2.00 0.45
*
```

Calculated values
- HOMO: -10.184 eV
- LUMO: 0.864 eV
- Orbital gap: 11.05 eV

***

Relative calculated energies, zero for the most stable structure, unit eV: model i 0.253; model ii 0.000.

***

Model i:
Below is an isolated molecule of C5H5NO, with properties calculated with wB97M-V/def2-TZVPD.

The geometry in ORCA input format:
```
! wB97M-V def2-TZVPD RIJCOSX def2/J DEFGRID3
* xyz 0 1
O 2.01 -0.86 -1.53
N 0.89 1.94 0.36
C -0.57 -0.81 0.87
C 1.28 -0.20 -0.87
C -1.04 0.42 0.16
C -0.20 -0.59 -0.57
C -0.26 1.64 0.47
H 1.73 1.37 -0.19
H -0.69 -1.19 -1.33
H -2.09 0.53 -0.08
H 0.23 -0.69 1.60
H -1.30 -1.57 1.11
*
```

Calculated values
- HOMO (alpha / beta): -7.867 / -7.603 eV
- LUMO (alpha / beta): -0.054 / -0.203 eV
- Orbital gap (alpha / beta): 7.81 / 7.40 eV

***

Model ii:
Below is an isolated molecule of C5H5NO, with properties calculated with wB97M-V/def2-TZVPD.

The geometry in ORCA input format:
```
! wB97M-V def2-TZVPD RIJCOSX def2/J DEFGRID3
* xyz 0 1
O -0.35 -1.07 0.27
N 0.91 0.99 1.57
C 0.39 1.57 0.37
C 1.38 0.42 0.30
C 0.80 -0.73 -0.39
C -1.18 -1.70 -0.54
C -1.95 -2.13 -1.34
H 2.40 0.68 0.03
H -0.63 1.37 0.09
H 0.23 0.36 1.98
H -2.58 -2.48 -2.12
H 0.77 2.56 0.11
*
```

Calculated values
- HOMO: -9.231 eV
- LUMO: 0.053 eV
- Orbital gap: 9.28 eV

***

Model iii:
Below is a structure of composition C5H5NO, with properties calculated with wB97M-V/def2-TZVPD.

The geometry in ORCA input format:
```
! wB97M-V def2-TZVPD RIJCOSX def2/J DEFGRID3
* xyz 0 1
O 0.06 -0.04 -1.60
N 3.26 -0.11 -0.05
C -0.37 -1.05 0.29
C 0.66 -0.15 -0.40
C -1.27 0.08 -0.21
C 2.12 -0.19 -0.22
C -0.56 1.20 0.38
H -2.28 0.02 -0.63
H -0.50 -2.02 -0.22
H -0.39 1.24 1.46
H -0.54 2.15 -0.16
H -0.19 -1.12 1.37
*
```

Calculated values
- HOMO: -8.902 eV
- LUMO: -0.526 eV
- Orbital gap: 8.38 eV

***

Model iv:
Below is an isolated molecule of C5H5NO, with properties calculated with wB97M-V/def2-TZVPD.

The geometry in ORCA input format:
```
! wB97M-V def2-TZVPD RIJCOSX def2/J DEFGRID3
* xyz 0 1
O 0.92 2.39 1.12
N -1.02 0.20 -0.01
C 0.94 1.32 0.55
C -1.82 -0.74 -0.79
C 1.98 0.28 0.72
C 0.06 0.76 -0.48
C 2.70 -0.69 0.76
H -1.26 -0.94 -1.70
H -2.81 -0.34 -1.04
H 3.36 -1.53 0.80
H -1.92 -1.66 -0.21
H -1.29 0.28 0.97
*
```

Calculated values
- HOMO: -8.922 eV
- LUMO: 0.451 eV
- Orbital gap: 9.37 eV

***

Relative calculated energies, zero for the most stable structure, unit eV: model i 0.330; model ii 2.313; model iii 1.012; model iv 0.000.

***

Model i:
Below is a cluster of 2 separate species, C5H5NO in total, with properties calculated with wB97M-V/def2-TZVPD.

The geometry in ORCA input format:
```
! wB97M-V def2-TZVPD RIJCOSX def2/J DEFGRID3
* xyz 0 1
O 1.27 2.70 -0.74
N -1.95 -1.83 0.14
C 0.50 1.79 -0.53
C 0.16 -0.84 -0.45
C -1.21 -1.28 -0.63
C 0.91 0.45 0.00
C -0.06 -0.29 0.91
H 0.84 -1.67 -0.60
H 1.99 0.29 0.04
H -0.94 0.36 0.99
H -1.08 -1.49 1.21
H -0.60 1.89 -0.69
*
```

Calculated values
- HOMO (alpha / beta): -9.704 / -9.705 eV
- LUMO (alpha / beta): -1.023 / -1.023 eV
- Orbital gap (alpha / beta): 8.68 / 8.68 eV

***

Model ii:
Below is an isolated molecule of C5H5NO, with properties calculated with wB97M-V/def2-TZVPD.

The geometry in ORCA input format:
```
! wB97M-V def2-TZVPD RIJCOSX def2/J DEFGRID3
* xyz 0 1
O -2.23 -0.08 -0.01
N 1.85 0.05 0.19
C 1.21 -1.13 0.01
C -0.17 -1.28 -0.16
C 1.05 1.20 -0.17
C -0.86 -0.07 -0.03
C -0.27 1.23 0.07
H -0.90 2.07 -0.26
H 1.91 -1.96 0.13
H -0.72 -2.24 -0.31
H 1.63 2.02 -0.29
H -2.50 0.19 0.85
*
```

Calculated values
- HOMO: -9.380 eV
- LUMO: 0.722 eV
- Orbital gap: 10.10 eV
- Structure (SMILES): Oc1ccncc1

***

Relative calculated energies, zero for the most stable structure, unit eV: model i 5.819; model ii 0.000.

***

Model i:
Below is an isolated molecule of C6H12S, with properties calculated with wB97M-V/def2-TZVPD.

The geometry in ORCA input format:
```
! wB97M-V def2-TZVPD RIJCOSX def2/J DEFGRID3
* xyz 0 1
S -1.35 0.41 -0.24
C 1.28 -1.31 0.49
C -2.06 -1.00 -0.70
C 1.52 -0.19 -0.37
C 1.33 1.26 0.03
C -1.24 0.46 1.41
C 0.34 0.69 -0.77
H -2.64 -1.09 -1.63
H 0.69 -1.99 0.02
H -1.48 -1.84 -0.60
H -2.16 0.27 1.97
H 1.96 2.02 -0.56
H 2.16 -0.26 -1.26
H 1.11 1.54 1.06
H 2.31 -1.70 0.81
H -0.73 1.24 1.83
H -2.13 1.47 -1.09
H 0.23 0.97 -1.80
H 0.86 -0.96 1.40
*
```

Calculated values
- HOMO: -7.642 eV
- LUMO: 0.236 eV
- Orbital gap: 7.88 eV
- Structure (SMILES): C=[SH](=C)[C@H]1C[C@H]1C

***

Model ii:
Below is a cluster of 2 separate species, C6H12S in total, with properties calculated with wB97M-V/def2-TZVPD.

The geometry in ORCA input format:
```
! wB97M-V def2-TZVPD RIJCOSX def2/J DEFGRID3
* xyz 0 1
S 1.75 0.99 1.12
C 1.24 -0.10 -0.15
C -1.63 0.43 -0.77
C -1.04 1.90 -0.89
C -1.21 -1.07 1.30
C -0.96 -0.38 0.27
C 1.97 -1.36 -0.12
H 3.05 -1.15 -0.43
H -2.69 0.50 -0.52
H -0.37 -1.58 1.71
H -0.98 2.27 0.04
H -1.63 2.47 -1.56
H 2.00 -1.75 0.81
H -2.23 -1.06 1.78
H -1.40 -0.15 -1.69
H 1.57 0.03 2.10
H 1.11 0.44 -1.08
H -0.01 1.69 -1.14
H 1.47 -2.12 -0.75
*
```

Calculated values
- HOMO: -7.771 eV
- LUMO: 0.884 eV
- Orbital gap: 8.65 eV

***

Model iii:
Below is a cluster of 2 separate species, C6H12S in total, with properties calculated with wB97M-V/def2-TZVPD.

The geometry in ORCA input format:
```
! wB97M-V def2-TZVPD RIJCOSX def2/J DEFGRID3
* xyz 0 1
S 0.82 0.96 0.81
C 0.56 -1.75 0.11
C 0.02 -0.52 0.03
C 2.30 1.46 0.10
C -3.54 0.64 -0.74
C -3.55 0.00 0.47
C 3.21 0.36 -0.25
H -0.49 -0.24 -0.80
H 0.16 -2.50 -0.61
H 4.22 0.66 0.03
H -2.77 0.55 -1.42
H 1.05 -2.09 0.99
H -4.56 1.20 -0.89
H 3.31 -0.06 -1.29
H 1.24 0.38 2.00
H -2.55 -0.54 0.70
H 1.87 1.97 -0.72
H -4.33 -0.01 1.10
H 3.02 -0.49 0.38
*
```

Calculated values
- HOMO: -7.529 eV
- LUMO: 0.614 eV
- Orbital gap: 8.14 eV

***

Relative calculated energies, zero for the most stable structure, unit eV: model i 3.256; model ii 0.000; model iii 1.867.

***

Model i:
Below is an isolated molecule of C4H8OS2, with properties calculated with wB97M-V/def2-TZVPD.

The geometry in ORCA input format:
```
! wB97M-V def2-TZVPD RIJCOSX def2/J DEFGRID3
* xyz 0 1
S -0.12 -1.37 1.58
S -1.39 -0.71 -1.45
O 1.73 0.42 -0.28
C 1.60 1.80 -0.05
C 0.44 0.94 -0.04
C -0.52 0.87 -1.27
C -0.21 0.43 1.34
H -0.32 -1.48 -1.69
H 2.12 2.10 0.86
H 1.23 -1.47 1.66
H -1.27 1.58 -1.00
H 0.30 0.82 2.17
H 0.03 1.10 -2.19
H 1.82 2.41 -0.92
H -1.23 0.76 1.33
*
```

Calculated values
- HOMO: -8.380 eV
- LUMO: 0.804 eV
- Orbital gap: 9.18 eV
- Structure (SMILES): SCC1(CS)CO1

***

Model ii:
Below is an isolated molecule of C4H8OS2, with properties calculated with wB97M-V/def2-TZVPD.

The geometry in ORCA input format:
```
! wB97M-V def2-TZVPD RIJCOSX def2/J DEFGRID3
* xyz 0 1
S 1.23 -1.23 -1.19
S -0.22 1.93 -2.13
O -1.47 -1.91 0.18
C -0.39 1.08 -0.52
C 0.67 1.09 0.45
C 0.27 -0.20 -0.02
C -0.54 -1.19 0.81
H 0.22 -1.85 1.20
H 1.94 -2.02 -0.29
H -0.78 -0.51 1.76
H -0.85 -2.45 -0.34
H -1.44 1.21 -0.04
H 0.43 1.23 1.49
H 1.64 1.51 0.25
H -0.71 3.32 -1.61
*
```

Calculated values
- HOMO: -9.108 eV
- LUMO: 0.483 eV
- Orbital gap: 9.59 eV
- Structure (SMILES): OC[C@]1(S)C[C@H]1S

***

Relative calculated energies, zero for the most stable structure, unit eV: model i 0.000; model ii 1.182.

***

Model i:
Below is an isolated molecule of C7H12, with properties calculated with wB97M-V/def2-TZVPD.

The geometry in ORCA input format:
```
! wB97M-V def2-TZVPD RIJCOSX def2/J DEFGRID3
* xyz 0 1
C 2.54 -0.70 0.61
C 1.23 -0.20 0.11
C -1.10 0.50 0.15
C -0.07 -0.42 0.86
C -2.46 -0.17 -0.04
C 1.01 0.47 -1.03
C -0.40 0.98 -1.15
H 3.37 -0.28 0.04
H -0.36 2.08 -1.18
H 2.69 -0.41 1.66
H 1.78 0.69 -1.77
H -0.36 -1.48 0.78
H 0.02 -0.21 1.93
H -0.91 0.66 -2.07
H -1.25 1.39 0.78
H -3.14 0.47 -0.62
H 2.61 -1.80 0.57
H -2.93 -0.37 0.93
H -2.37 -1.12 -0.57
*
```

Calculated values
- HOMO: -8.715 eV
- LUMO: 1.138 eV
- Orbital gap: 9.85 eV
- Structure (SMILES): CC1=CC[C@@H](C)C1

***

Model ii:
Below is a cluster of 2 separate species, C7H12 in total, with properties calculated with wB97M-V/def2-TZVPD.

The geometry in ORCA input format:
```
! wB97M-V def2-TZVPD RIJCOSX def2/J DEFGRID3
* xyz 0 1
C 0.76 -0.33 0.46
C -1.79 0.55 -1.58
C 0.72 0.52 -0.84
C -0.70 0.03 -1.02
C -0.46 -1.12 -0.07
C 2.03 -1.08 0.80
C -1.17 1.69 1.78
H -1.26 -1.39 0.63
H -0.14 -2.03 -0.61
H 0.89 1.60 -0.77
H 2.85 -0.39 1.03
H -2.76 0.06 -1.49
H 1.88 -1.73 1.66
H -1.22 2.39 0.91
H 1.39 0.11 -1.60
H 0.45 0.30 1.31
H -2.06 1.05 1.59
H 2.35 -1.70 -0.05
H -1.75 1.48 -2.15
*
```

Calculated values
- HOMO (alpha / beta): -9.280 / -9.397 eV
- LUMO (alpha / beta): -0.784 / -0.785 eV
- Orbital gap (alpha / beta): 8.50 / 8.61 eV

***

Relative calculated energies, zero for the most stable structure, unit eV: model i 0.000; model ii 5.717.